{
  "formula": "C7H10",
  "method": "wB97M-V/def2-TZVPD",
  "symbols": ["C", "C", "C", "C", "C", "C", "C", "H", "H", "H", "H", "H", "H", "H", "H", "H", "H"],
  "positions_angstrom": [[-1.563795, 0.703440, 0.568919], [-1.143484, -0.557318, -0.150213], [-0.810746, -0.552321, -1.617338], [0.272752, -0.788463, -0.601251], [1.357123, 0.252680, -0.385539], [1.854025, 0.261435, 0.997839], [2.246631, 0.251642, 2.137109], [-2.646926, 0.853436, 0.496547], [-1.291838, 0.650687, 1.628667], [-1.088827, 1.593926, 0.144480], [-1.643997, -1.453869, 0.211902], [-1.141760, -1.382662, -2.234381], [-0.807413, 0.412481, -2.123097], [0.634025, -1.809302, -0.497763], [0.986390, 1.251147, -0.645269], [2.188360, 0.062114, -1.076090], [2.599475, 0.250942, 3.145473]],
  "forces_ev_per_a": [[0.0, 0.1, 0.0], [-0.1, 0.0, 0.1], [0.0, 0.0, -0.2], [0.1, -0.1, 0.1], [0.0, 0.1, -0.1], [0.2, 0.0, 0.4], [-0.2, 0.0, -0.5], [0.2, -0.1, 0.0], [-0.1, 0.0, -0.1], [0.0, -0.1, 0.1], [0.1, 0.1, -0.1], [0.1, 0.1, 0.1], [0.0, -0.2, 0.1], [-0.1, 0.1, 0.0], [0.0, -0.1, 0.1], [-0.1, 0.0, 0.2], [-0.1, 0.0, -0.2]],
  "lowdin_charge": [-0.07, -0.30, -0.09, -0.27, -0.19, -0.14, 0.11, 0.08, 0.08, 0.07, 0.13, 0.10, 0.11, 0.14, 0.11, 0.12, 0.02],
  "molar_mass_g_mol": 94.157,
  "e_homo_ev": -9.8,
  "gap_ev": 10.962,
  "e_above_lowest_ev": 2.457
}